{"formula": "C16H22N4", "method": "the ωB97M-V functional and the def2-TZVPD basis", "symbols": ["C", "C", "C", "C", "N", "C", "N", "C", "N", "C", "C", "H", "C", "H", "H", "H", "N", "H", "C", "C", "C", "C", "C", "C", "C", "H", "H", "H", "H", "H", "H", "H", "H", "H", "H", "H", "H", "H", "H", "H", "H", "H"], "coordinates": [[-3.6560, -2.2958, 0.7937], [-2.6396, -2.4329, -0.3325], [-1.2090, -2.3832, 0.1939], [-0.1825, -2.5912, -0.9236], [1.1795, -2.5122, -0.4521], [1.7720, -1.3090, -0.2287], [1.1750, -0.2304, -0.7304], [1.7776, 0.9376, -0.5291], [2.9190, 1.1377, 0.1301], [3.5239, 0.0566, 0.6165], [2.9870, -1.2090, 0.4659], [3.4720, -2.0825, 0.8717], [4.8125, 0.2788, 1.3470], [5.6311, -0.1967, 0.8091], [4.7637, -0.1555, 2.3439], [5.0075, 1.3443, 1.4231], [1.1867, 2.0374, -1.0611], [1.5429, 2.9188, -0.7283], [-0.1537, 1.9745, -1.5783], [-1.2356, 1.7686, -0.5398], [-2.5316, 1.4971, -0.9642], [-3.5500, 1.3094, -0.0491], [-3.2847, 1.3840, 1.3086], [-1.9966, 1.6455, 1.7395], [-0.9786, 1.8400, 0.8208], [0.0229, 2.0407, 1.1720], [-1.7806, 1.7003, 2.7969], [-4.0793, 1.2391, 2.0263], [-4.5524, 1.0998, -0.3930], [-2.7394, 1.4346, -2.0233], [-0.3507, 2.8982, -2.1316], [-0.1915, 1.1363, -2.2814], [1.5082, -3.2797, 0.1137], [-0.3255, -3.5684, -1.3935], [-0.3028, -1.8088, -1.6743], [-1.0265, -1.4099, 0.6539], [-1.0736, -3.1530, 0.9590], [-2.8013, -3.3780, -0.8569], [-2.7820, -1.6220, -1.0494], [-4.6695, -2.3155, 0.4000], [-3.5493, -3.1103, 1.5072], [-3.5078, -1.3553, 1.3187]], "forces_ev_per_angstrom": [[0.070, -0.019, -0.229], [0.114, -0.005, 0.297], [-0.041, -0.025, -0.434], [-0.342, 0.038, 0.159], [0.185, -0.180, 0.132], [0.371, 0.133, 0.027], [-0.250, -0.002, -0.088], [0.360, -0.413, 0.100], [0.111, 0.464, 0.010], [-0.227, -0.238, 0.011], [-0.027, 0.074, 0.026], [0.078, -0.092, 0.040], [-0.038, -0.014, -0.032], [0.090, -0.027, 0.009], [0.051, -0.032, 0.064], [0.024, 0.026, 0.016], [-0.142, 0.382, -0.031], [0.063, -0.093, -0.037], [-0.034, -0.097, -0.147], [-0.030, -0.010, 0.003], [0.089, 0.035, 0.010], [-0.090, -0.009, -0.023], [-0.070, 0.024, 0.096], [-0.046, 0.014, 0.095], [0.048, 0.011, -0.072], [0.104, 0.009, 0.016], [0.015, 0.005, 0.078], [-0.056, -0.024, 0.050], [-0.088, -0.020, -0.035], [-0.034, -0.021, -0.136], [0.048, -0.118, 0.014], [-0.091, 0.191, -0.012], [0.033, 0.111, -0.081], [-0.014, 0.087, -0.037], [-0.076, -0.179, -0.044], [0.033, 0.041, 0.083], [0.032, -0.006, 0.071], [-0.016, -0.005, -0.107], [-0.004, -0.007, -0.107], [-0.153, 0.010, 0.046], [-0.023, -0.080, 0.107], [-0.027, 0.061, 0.090]], "total_energy_ha": -841.963254, "fmax_ha_per_bohr": 0.0108, "gap_ev": 8.9}